2 unconnected molecules or ions with the total composition C5H14NO at a distorted geometry, computed with the ωB97M-V functional and the def2-TZVPD basis.

```
21
Properties=species:S:1:pos:R:3:forces:R:3:nbo_charge:R:1
C 2.4808 0.3444 -1.8218 0.516 0.397 -0.305 -0.443
C 2.2355 -0.6258 0.3560 0.006 0.647 0.199 0.123
N 1.9274 0.2928 -0.4674 -0.640 -1.365 -0.607 -0.394
H 2.5624 1.3928 -2.0986 0.067 -0.085 -0.147 0.249
H 1.8494 -0.1808 -2.5380 -0.387 0.160 0.248 0.248
H 3.4502 -0.1473 -1.8775 0.076 0.163 0.299 0.234
H 3.0669 -1.2868 0.1489 0.023 -0.049 -0.028 0.223
H 1.6813 -0.7038 1.2823 0.024 -0.037 0.051 0.225
H 1.0341 0.8372 -0.3429 0.208 0.398 0.225 0.472
C -1.3950 0.5196 -0.3235 0.138 -0.181 0.470 -0.070
O -0.4927 1.6482 -0.4609 -0.077 -0.508 0.429 -0.740
C -1.5590 0.0738 1.1308 -0.081 0.174 -0.372 -0.423
C -2.3897 -1.2134 1.2393 0.383 0.642 0.423 -0.609
H -2.3843 0.7731 -0.6990 0.066 0.065 -0.340 0.198
H -0.9558 -0.2744 -0.9309 -0.177 -0.015 -0.101 0.168
H -0.7100 2.2427 0.2698 0.108 0.229 -0.193 0.492
H -0.5808 -0.0491 1.6016 0.076 -0.059 0.054 0.174
H -2.0531 0.8945 1.6596 -0.020 -0.063 0.095 0.211
H -1.7648 -2.0785 1.0277 -0.224 -0.128 -0.291 0.209
H -2.7488 -1.3190 2.2614 -0.070 -0.082 -0.023 0.233
H -3.2537 -1.1404 0.5830 -0.015 -0.303 -0.086 0.220
```
Forces are in eV/Å.

Properties
- orbital gap (eV) = 9.907
- maximum force (eV/A) = 1.63
- energy (eV) = -8942.3759
- net charge = +1
- ΔE to the lowest compared entry with this formula, charge and spin (kcal per mole) = 37.64

***

A molecular structure, C46H71N7O2ScSe, computed with the ωB97M-V functional and the def2-TZVPD basis.

```
128
Properties=species:S:1:pos:R:3:forces:R:3:mulliken_charge:R:1
Sc -0.4033 -0.2954 1.6849 -0.571 0.324 0.711 0.021
C 1.2051 -0.1612 4.5740 0.113 0.006 0.092 -1.018
C 1.4590 1.1526 3.8516 0.143 0.008 0.051 -0.813
N 0.2412 1.5901 3.1516 -0.187 0.028 -0.158 0.379
C -0.7942 2.0764 4.0678 0.050 0.192 0.130 -2.099
C -1.8439 1.0504 4.3912 -0.143 0.094 0.152 0.683
C -2.7303 1.2657 5.4424 0.112 -0.088 -0.114 -1.084
C -3.6744 0.2968 5.7299 0.019 0.042 -0.005 -1.016
C -3.7015 -0.8620 4.9716 0.130 0.030 -0.116 -0.961
C -2.7944 -0.9890 3.9321 -0.102 0.011 0.053 0.299
C -2.7849 -2.1833 3.0173 -0.134 -0.205 0.046 -1.808
N -1.4669 -2.3826 2.4449 0.106 0.069 -0.171 0.553
C -0.5473 -3.1946 3.2347 0.039 -0.178 0.001 -0.950
C 0.1367 -2.3444 4.2886 0.132 -0.094 0.166 -1.059
N 0.7722 -1.2020 3.6371 -0.080 0.118 -0.134 0.150
N -1.8923 -0.0471 3.6439 0.075 -0.069 -0.002 2.106
H 0.4108 -0.0342 5.3156 0.020 0.030 -0.022 0.559
H 2.1027 -0.4609 5.1327 -0.062 0.057 -0.077 0.545
H 2.2372 1.0291 3.0985 -0.024 -0.025 0.082 0.080
H 1.7895 1.9124 4.5734 -0.033 -0.106 -0.027 0.684
H 0.4825 2.3507 2.5227 0.022 -0.076 0.096 0.308
H -1.2730 2.9501 3.6165 0.023 -0.186 0.063 0.546
H -0.3467 2.4124 5.0137 -0.011 0.010 -0.083 0.629
H -2.6597 2.1709 6.0276 -0.001 0.054 0.047 0.605
H -4.3696 0.4350 6.5453 -0.037 0.008 0.046 0.462
H -4.4076 -1.6526 5.1726 -0.065 -0.068 0.030 0.591
H -3.4873 -2.0036 2.1951 0.040 0.020 0.086 0.278
H -3.1477 -3.0705 3.5574 0.059 0.085 -0.067 0.461
H -1.5345 -2.7276 1.4944 -0.001 -0.036 0.132 -0.305
H 0.2005 -3.5988 2.5452 -0.001 0.029 0.061 0.354
H -1.0508 -4.0539 3.6993 0.034 0.090 -0.011 0.458
H 0.8501 -2.9505 4.8636 -0.050 0.038 -0.069 0.601
H -0.5933 -1.9570 5.0031 -0.017 -0.042 -0.013 0.396
H 1.5807 -1.5055 3.1000 -0.048 -0.016 0.046 -0.300
C 0.0163 0.0846 -6.0160 -0.059 -0.008 -0.058 -1.733
C -1.2603 -0.6045 -5.5123 0.030 -0.010 -0.020 2.072
C -1.4591 -1.8865 -6.3181 0.000 -0.009 -0.025 -2.138
C -2.4639 0.3143 -5.7543 0.031 0.019 -0.030 -1.775
C -1.1253 -0.8750 -4.0186 -0.012 0.007 0.051 -0.716
C -0.8948 0.1838 -3.1428 -0.027 -0.010 -0.054 -0.603
C -0.7812 -0.0540 -1.7929 -0.036 -0.250 -0.129 -0.293
Se -0.1937 1.3587 -0.6559 0.013 0.144 0.048 0.388
C 1.6706 0.9990 -0.7861 0.424 -0.047 -0.108 -0.290
C 2.3715 1.4690 -1.8778 0.019 -0.010 0.042 -0.622
C 3.7178 1.1574 -2.0417 -0.070 0.037 0.003 -0.549
C 4.2930 0.3703 -1.0605 -0.052 -0.015 0.063 -0.194
C 3.6256 -0.1390 0.0628 -0.028 0.174 -0.288 -0.079
C 2.2682 0.1968 0.2106 -0.205 -0.101 0.198 0.202
O 1.5161 -0.1952 1.2527 0.471 -0.053 -0.262 1.140
C 4.4767 -1.0259 0.9800 -0.015 -0.053 0.011 2.263
C 5.0291 -2.2112 0.1705 0.004 0.009 0.044 -1.774
C 5.6415 -0.1971 1.5401 -0.004 -0.035 0.022 -1.863
C 3.7366 -1.6311 2.1683 0.045 -0.063 0.096 -1.902
C 4.4692 1.6603 -3.2717 -0.016 -0.042 0.005 2.063
C 4.4287 3.1918 -3.3057 -0.017 0.017 -0.038 -1.755
C 5.9294 1.2160 -3.2806 0.029 -0.007 0.012 -2.171
C 3.7902 1.1036 -4.5311 0.015 0.050 -0.003 -1.676
C -0.9008 -1.3403 -1.2237 0.082 0.157 0.159 0.683
O -0.8627 -1.4381 0.1093 -0.226 -0.032 -0.199 0.921
C -1.0461 -2.4303 -2.0946 -0.085 0.202 -0.222 -0.670
C -1.1801 -2.1398 -3.4608 0.013 0.063 0.076 -0.085
C -1.0406 -3.9221 -1.7378 0.035 0.003 0.028 2.299
C -2.3678 -4.5636 -2.1652 0.030 -0.027 -0.001 -1.861
C -0.8399 -4.2340 -0.2576 -0.021 -0.134 0.093 -1.968
C 0.1228 -4.5988 -2.4850 -0.048 -0.015 0.034 -1.729
H -0.0591 0.2766 -7.0868 -0.001 0.008 -0.058 0.532
H 0.1810 1.0410 -5.5227 0.006 0.075 0.051 0.342
H 0.8939 -0.5378 -5.8419 0.029 -0.054 0.024 0.357
H -1.5452 -1.6411 -7.3768 -0.001 0.017 -0.028 0.443
H -0.6165 -2.5690 -6.2064 0.058 -0.027 0.007 0.389
H -2.3681 -2.4148 -6.0297 -0.059 -0.006 0.036 0.406
H -2.5641 0.5315 -6.8180 -0.011 0.011 -0.063 0.465
H -3.3890 -0.1492 -5.4119 -0.027 -0.053 0.024 0.373
H -2.3511 1.2631 -5.2314 0.005 0.064 0.037 0.318
H -0.7883 1.1946 -3.5172 0.006 0.016 0.032 0.581
H 1.8577 2.0738 -2.6140 -0.050 0.011 -0.015 0.426
H 5.3379 0.1241 -1.1638 0.063 -0.048 -0.015 0.277
H 5.6475 -1.8975 -0.6654 0.047 0.065 -0.079 0.309
H 5.6423 -2.8438 0.8132 0.030 -0.030 0.034 0.516
H 4.2155 -2.8177 -0.2270 -0.064 -0.027 -0.023 0.324
H 6.2803 0.1904 0.7506 0.055 0.031 -0.060 0.323
H 5.2723 0.6530 2.1151 -0.041 0.040 0.027 0.348
H 6.2599 -0.8088 2.1976 0.034 -0.054 0.037 0.479
H 2.8715 -2.2101 1.8436 0.007 -0.037 -0.042 -0.026
H 4.4178 -2.2997 2.6980 0.009 -0.024 0.016 0.650
H 3.4215 -0.8618 2.8710 -0.034 0.065 0.031 0.283
H 4.9071 3.6198 -2.4246 0.034 -0.016 0.050 0.376
H 4.9487 3.5620 -4.1892 0.039 0.024 -0.052 0.468
H 3.4062 3.5643 -3.3451 -0.076 0.026 -0.002 0.312
H 6.4761 1.5989 -2.4191 0.028 0.040 0.064 0.418
H 6.0214 0.1303 -3.2895 -0.005 -0.083 -0.007 0.388
H 6.4223 1.5934 -4.1764 0.000 0.027 -0.038 0.437
H 2.7530 1.4272 -4.6043 -0.082 0.024 0.000 0.304
H 4.3094 1.4499 -5.4253 0.037 0.019 -0.043 0.505
H 3.7984 0.0136 -4.5315 0.019 -0.056 0.026 0.355
H -1.3349 -2.9747 -4.1245 0.020 -0.076 -0.068 0.330
H -3.2105 -4.0854 -1.6647 -0.024 0.044 0.034 0.308
H -2.5311 -4.4883 -3.2375 -0.016 0.002 -0.080 0.364
H -2.3739 -5.6224 -1.9035 0.012 -0.065 0.017 0.488
H -1.7511 -4.0423 0.3102 -0.058 0.044 -0.025 0.534
H -0.6353 -5.3007 -0.1513 0.016 -0.038 0.008 0.690
H -0.0127 -3.6758 0.1764 0.047 -0.017 -0.033 -0.079
H 0.0490 -4.4862 -3.5632 -0.027 0.035 -0.086 0.334
H 1.0786 -4.1794 -2.1713 0.051 0.046 0.034 0.332
H 0.1299 -5.6665 -2.2640 0.004 -0.059 0.007 0.503
C -2.7582 5.5463 0.6211 -0.004 0.072 0.034 -0.656
C -1.4758 5.0473 1.2526 0.109 0.153 -0.011 -0.792
N -1.5222 3.6055 1.4648 -0.070 -0.089 -0.153 0.257
C -2.7057 2.8827 1.4680 0.094 -0.235 0.118 -0.181
N -2.6051 1.5843 1.4410 0.222 0.226 -0.142 0.475
C -3.8245 0.8062 1.3131 -0.164 -0.124 -0.101 -0.396
C -5.0198 1.6108 0.8318 -0.090 -0.083 -0.015 -0.907
C -5.1112 2.8560 1.6900 -0.058 -0.068 0.072 -0.680
N -3.8625 3.5907 1.5754 0.037 -0.155 -0.088 0.221
C -3.9209 5.0360 1.4470 -0.038 0.196 0.036 -0.614
H -2.8403 5.1821 -0.4053 -0.010 -0.045 0.009 0.248
H -2.7706 6.6357 0.5909 0.004 -0.002 0.017 0.398
H -1.3051 5.5569 2.2078 -0.050 -0.001 -0.046 0.290
H -0.6154 5.2585 0.6165 -0.025 0.041 0.030 0.361
H -0.8260 3.0878 0.9526 0.019 0.001 -0.030 -0.525
H -4.0815 0.3559 2.2780 -0.018 0.017 0.029 -0.016
H -3.6259 -0.0210 0.6224 -0.016 0.012 0.000 -0.051
H -5.9341 1.0227 0.9086 -0.015 -0.030 0.024 0.460
H -4.8991 1.8929 -0.2164 0.043 0.037 -0.001 0.329
H -5.3033 2.5814 2.7353 0.002 0.019 -0.040 0.259
H -5.9182 3.5167 1.3732 0.007 -0.053 -0.020 0.461
H -3.9233 5.5083 2.4385 0.027 0.014 -0.066 0.232
H -4.8709 5.2868 0.9716 0.044 0.019 -0.002 0.426
```
Forces are in eV/Å.

Properties
- orbital gap (eV) = 7.649
- maximum force (eV/A) = 0.97
- energy (eV) = -149429.6424
- net charge = +1
- ΔE to the lowest compared entry with this formula, charge and spin (kcal per mole) = 19.62

***

A single C5H6N2O2 molecule at a distorted geometry, computed with the ωB97M-V functional and the def2-TZVPD basis.

```
15
Properties=species:S:1:pos:R:3:forces:R:3:nbo_charge:R:1
C 1.1752 -1.6866 -0.3259 5.953 1.507 -2.223 -0.691
C 1.8318 -0.4952 0.3227 5.665 1.842 -1.858 0.684
O 3.1074 -0.4114 0.3705 -4.579 -0.389 0.789 -0.574
N 1.0719 0.6685 0.6132 3.207 0.635 4.388 -0.651
C -0.2268 0.7636 0.3190 -2.329 1.034 0.803 0.606
N -1.2042 1.1362 1.1455 2.861 -1.575 -1.111 -0.466
C -2.2705 1.0663 0.3408 6.204 -1.373 -5.869 -0.067
C -1.9202 0.8128 -0.9880 -1.088 0.313 3.784 0.015
O -0.5885 0.5954 -0.9750 0.636 0.023 0.449 -0.400
H 1.8993 -2.4902 -0.2373 -0.147 -0.092 -0.139 0.248
H 0.9117 -1.4910 -1.3367 -0.315 0.156 -0.727 0.248
H 0.4472 -1.7789 0.2659 -6.580 -1.871 4.015 0.204
H 1.3710 1.2148 1.6318 -1.050 -2.101 -4.182 0.454
H -3.0838 1.3127 0.6977 -8.285 2.181 3.059 0.178
H -2.5216 0.7830 -1.8442 -0.154 -0.290 -1.177 0.212
```
Forces are in eV/Å.

Properties
- orbital gap (eV) = 9.353
- maximum force (eV/A) = 9.10
- energy (eV) = -12354.8646
- ΔE to the lowest compared entry with this formula, charge and spin (kcal per mole) = 63.56

***

A molecular structure, C40H36N6O4PPbS3, computed with the ωB97M-V functional and the def2-TZVPD basis.

```
91
Properties=species:S:1:pos:R:3:forces:R:3:mulliken_charge:R:1
Pb 0.8432 1.6227 0.0071 0.496 -0.274 -0.329 1.137
N -0.4101 0.4575 4.3995 0.039 0.103 0.234 -0.399
C 0.4774 0.4049 3.3703 -0.215 -0.239 -0.097 0.644
S -0.1233 -0.7271 2.0974 -0.009 0.239 -0.081 0.353
N 1.5686 1.0374 3.3561 0.369 0.208 -0.018 -1.185
N 2.2506 1.0365 2.1391 -0.350 -0.118 0.322 0.824
C 3.5255 1.0052 2.2535 0.014 -0.051 -0.165 -0.831
C 4.4175 0.8680 1.1263 0.047 -0.024 -0.020 0.695
C 5.7724 1.1724 1.3216 0.059 -0.061 -0.060 -0.775
C 6.7011 0.9939 0.3223 0.036 0.044 0.080 -0.754
C 6.2785 0.4675 -0.9003 -0.086 -0.061 -0.045 -0.614
C 4.9575 0.1384 -1.1144 0.212 0.041 0.041 -0.546
C 3.9775 0.3396 -0.1203 -0.023 0.072 -0.066 0.125
O 2.7338 0.0304 -0.3662 -0.232 -0.242 0.070 -0.174
H -1.3186 0.0420 4.2695 0.043 -0.031 -0.025 0.108
H -0.3898 1.3140 4.9320 -0.033 0.017 -0.016 0.318
H 3.9579 1.0255 3.2547 -0.004 0.069 0.009 0.399
H 6.0827 1.5620 2.2844 -0.001 0.003 0.021 0.422
H 7.7379 1.2534 0.4815 0.017 -0.006 0.004 0.417
H 7.0002 0.3125 -1.6931 0.006 0.010 -0.013 0.453
H 4.6314 -0.2616 -2.0656 -0.037 -0.010 -0.031 0.461
O -0.7930 2.3693 1.8271 0.157 -0.342 0.323 -0.586
C -0.8044 3.4638 1.2080 0.075 0.262 -0.016 0.457
O 0.1913 3.9373 0.6057 -0.021 0.045 0.006 -0.831
C -2.1615 4.0583 1.0511 0.085 0.226 -0.026 0.502
C -2.5128 5.3203 1.4959 -0.089 0.052 0.108 -0.607
C -3.8345 5.7339 1.4008 0.014 -0.049 -0.027 -0.569
C -4.7896 4.8926 0.8441 0.058 -0.045 -0.004 -0.818
C -4.4166 3.6510 0.3455 -0.043 0.100 -0.090 -0.003
C -3.0951 3.2278 0.4385 -0.291 -0.289 -0.056 -0.397
P -2.4874 1.6660 -0.3223 -0.311 0.252 0.058 1.328
C -3.5911 1.5536 -1.7838 0.124 -0.070 -0.003 0.124
C -4.4446 0.4991 -2.0832 -0.087 -0.027 0.104 -0.382
C -5.1218 0.4615 -3.2965 -0.022 -0.018 -0.031 -0.598
C -4.9551 1.4748 -4.2253 -0.010 0.026 0.007 -0.574
C -4.1141 2.5423 -3.9316 -0.033 -0.023 -0.054 -0.698
C -3.4349 2.5758 -2.7269 0.008 0.001 0.033 -0.591
C -3.0034 0.3277 0.8020 -0.052 0.026 -0.070 0.600
C -2.8330 -0.9961 0.3934 -0.066 -0.015 0.014 -0.629
C -3.1107 -2.0474 1.2525 -0.073 -0.020 -0.019 -0.732
C -3.5336 -1.7881 2.5496 -0.036 -0.014 -0.027 -0.602
C -3.6767 -0.4749 2.9754 0.027 -0.068 0.018 -1.011
C -3.4144 0.5784 2.1077 -0.014 0.032 0.001 -0.356
H -1.7625 5.9617 1.9388 0.016 0.014 -0.015 0.533
H -4.1201 6.7123 1.7622 -0.011 0.011 0.020 0.417
H -5.8232 5.2070 0.7889 -0.005 0.011 -0.029 0.458
H -5.1530 3.0201 -0.1360 -0.035 -0.013 0.001 0.488
H -4.6148 -0.2880 -1.3602 0.035 -0.022 -0.001 0.423
H -5.7896 -0.3632 -3.5089 -0.013 -0.002 0.000 0.439
H -5.4888 1.4450 -5.1656 0.002 -0.003 -0.014 0.397
H -3.9919 3.3497 -4.6414 -0.004 0.017 -0.004 0.443
H -2.7970 3.4225 -2.4971 0.069 0.031 -0.003 0.478
H -2.4621 -1.2114 -0.6034 -0.034 -0.001 -0.054 0.465
H -2.9909 -3.0675 0.9115 0.023 -0.024 -0.005 0.530
H -3.7506 -2.6050 3.2249 0.000 -0.017 0.012 0.422
H -4.0059 -0.2663 3.9859 -0.029 0.003 0.011 0.508
H -3.5223 1.5998 2.4493 0.004 0.007 -0.016 0.328
N -0.1932 0.9893 -2.7363 0.071 0.073 -0.094 0.028
N 0.6987 1.1222 -3.8019 0.042 0.035 -0.012 -0.586
C 1.7736 1.9520 -3.7163 -0.174 -0.003 0.088 0.720
N 2.4585 2.0928 -4.8629 0.043 -0.020 -0.085 -0.456
S 2.2628 2.7841 -2.3536 0.049 0.133 -0.028 -0.419
H -0.4488 0.0147 -2.6343 -0.012 -0.002 -0.014 0.186
H -1.0375 1.5424 -2.8816 0.124 -0.070 -0.012 0.134
H 0.3742 0.8604 -4.7228 0.006 0.027 0.022 0.231
H 2.1629 1.6867 -5.7340 0.012 -0.022 0.009 0.179
H 3.2601 2.6988 -4.8577 -0.020 -0.001 -0.005 0.213
O 1.3139 -1.6260 1.8577 0.271 -0.155 -0.005 -0.312
S 1.4789 -2.1485 0.3398 -0.155 0.003 0.114 0.737
C 0.3677 -3.5469 0.4009 -0.053 0.097 -0.196 0.375
C -0.0331 -4.1447 1.5834 0.104 -0.087 0.090 -0.117
C -0.9691 -5.1640 1.5266 0.004 -0.035 0.018 -0.923
C -1.4919 -5.5719 0.3062 0.007 -0.016 0.005 -0.496
C -1.0754 -4.9707 -0.8731 -0.033 -0.040 0.033 -0.788
C -0.1483 -3.9432 -0.8268 0.080 0.036 -0.019 -0.475
C 3.0690 -2.9182 0.4421 -0.075 0.137 0.082 0.388
C 3.6895 -3.1515 1.6561 0.051 -0.026 0.051 -0.103
C 4.9186 -3.7946 1.6432 -0.016 0.027 0.061 -0.852
C 5.4914 -4.1943 0.4453 -0.015 0.010 -0.020 -0.541
C 4.8516 -3.9390 -0.7597 0.004 -0.005 -0.008 -0.759
C 3.6316 -3.2849 -0.7701 -0.002 0.075 -0.048 -0.380
H 0.3777 -3.8262 2.5309 -0.008 0.045 0.032 0.511
H -1.2886 -5.6434 2.4408 -0.030 -0.011 0.030 0.451
H -2.2290 -6.3621 0.2748 -0.004 -0.031 0.003 0.434
H -1.4785 -5.2940 -1.8223 -0.006 -0.004 -0.024 0.440
H 0.1856 -3.4673 -1.7414 -0.045 0.070 -0.013 0.465
H 3.2427 -2.8287 2.5850 -0.017 0.000 0.012 0.501
H 5.4286 -3.9801 2.5781 0.010 -0.003 0.009 0.461
H 6.4469 -4.6999 0.4494 0.021 0.004 -0.001 0.436
H 5.3092 -4.2337 -1.6935 0.004 -0.002 -0.012 0.447
H 3.1381 -3.0487 -1.7040 -0.003 0.021 -0.027 0.436
```
Forces are in eV/Å.

Properties
- orbital gap (eV) = 6.210
- maximum force (eV/A) = 0.66
- energy (eV) = -106230.3341
- net charge = +1
- ΔE to the lowest compared entry with this formula, charge and spin (kcal per mole) = 68.61

***

- Which of these has the highest energy?
  C5H14NO